(1)
Molecular formula: C22H49CrN2P3S2
Method: DFT, the ωB97M-V functional and the def2-TZVPD basis

Each line ends with the Löwdin spin population.
Cartesian coordinates (Å):
Cr (-0.026, 0.118, 0.106)  2.35
P (0.273, -0.002, 2.413)  -0.01
P (2.043, 1.159, -0.362)  -0.02
P (-1.402, -1.938, 0.034)  -0.04
H (4.964, -4.006, -7.360)  0.00
C (3.926, -4.255, -7.602)  0.00
C (3.174, -3.447, -8.374)  0.00
H (3.574, -2.512, -8.779)  0.00
C (1.457, -1.231, 3.050)  -0.01
C (0.924, 1.486, 3.257)  0.00
C (-1.228, -0.394, 3.405)  0.01
C (2.520, 1.479, -2.097)  0.01
C (2.168, 2.857, 0.298)  0.00
C (3.538, 0.319, 0.281)  0.00
C (-1.802, -2.786, -1.543)  0.01
C (-3.103, -1.638, 0.641)  -0.01
C (-0.801, -3.366, 1.027)  0.00
H (3.539, -5.206, -7.225)  0.00
H (2.152, -3.718, -8.658)  0.00
H (1.457, -1.162, 4.154)  0.00
H (2.464, -1.007, 2.668)  0.00
H (1.160, -2.242, 2.735)  0.00
H (0.781, 1.378, 4.341)  0.00
H (0.411, 2.390, 2.914)  0.00
H (1.995, 1.607, 3.064)  0.00
H (-1.032, -0.205, 4.467)  0.00
H (-1.497, -1.448, 3.297)  0.00
H (-2.082, 0.220, 3.103)  0.00
H (3.325, 2.226, -2.095)  0.00
H (1.663, 1.866, -2.660)  0.01
H (2.868, 0.564, -2.588)  0.00
H (3.160, 2.996, 0.744)  0.00
H (1.387, 3.066, 1.034)  0.00
H (2.044, 3.552, -0.541)  0.00
H (4.426, 0.764, -0.190)  0.00
H (3.489, -0.746, 0.027)  0.00
H (3.606, 0.430, 1.369)  0.00
H (-2.494, -3.617, -1.349)  0.00
H (-0.901, -3.185, -2.018)  0.00
H (-2.275, -2.085, -2.239)  0.01
H (-3.594, -2.589, 0.885)  0.00
H (-3.663, -1.139, -0.159)  0.00
H (-3.100, -0.992, 1.523)  0.00
H (-1.364, -4.271, 0.761)  0.00
H (-0.908, -3.180, 2.101)  0.00
H (0.259, -3.537, 0.801)  0.00
C (1.186, -1.464, -3.004)  0.11
C (1.816, -2.487, -2.267)  0.07
C (2.798, -3.282, -2.866)  0.02
C (3.151, -3.092, -4.201)  0.16
C (2.505, -2.112, -4.957)  0.00
C (1.519, -1.316, -4.378)  0.09
S (0.000, -0.373, -2.351)  0.42
H (0.912, -1.023, 0.056)  -0.06
H (1.527, -2.642, -1.230)  0.00
H (3.286, -4.055, -2.276)  0.00
H (3.922, -3.714, -4.666)  0.01
H (2.767, -1.976, -6.005)  0.00
H (0.988, -0.562, -4.951)  0.00
C (-4.561, 2.198, 3.984)  0.00
C (-3.378, 3.143, 3.957)  0.00
N (-2.307, 2.718, 3.017)  0.00
C (-2.507, 2.567, 1.704)  -0.01
S (-1.322, 2.188, 0.482)  -0.08
N (-3.770, 2.902, 1.239)  -0.01
C (-4.121, 4.373, 1.222)  0.00
C (-2.963, 5.339, 1.302)  0.00
H (-4.972, 2.033, 2.977)  0.00
H (-5.359, 2.639, 4.593)  0.00
H (-4.281, 1.249, 4.459)  0.00
H (-3.687, 4.153, 3.668)  0.00
H (-2.919, 3.225, 4.950)  0.00
H (-1.361, 2.579, 3.367)  0.00
H (-3.931, 2.485, 0.325)  0.00
H (-4.670, 4.515, 0.288)  0.00
H (-4.835, 4.559, 2.024)  0.00
H (-2.299, 5.238, 0.434)  0.00
H (-3.333, 6.375, 1.298)  0.00
H (-2.371, 5.206, 2.217)  0.00

Output
DFT total energy = -3841.0734 hartree
max |F| = 0.0647 hartree/bohr
HOMO energy (alpha / beta) = -15.3 / -15.3 eV
HOMO-LUMO gap (alpha / beta) = 4.0 / 4.0 eV
energy relative to the best compared isomer or geometry (same formula, charge and spin) = 0.908 eV
expectation value of S² = 3.939
total charge = +3
spin multiplicity = 4



(2)
Molecular formula: C22H49F9NO13S5
Method: DFT, the ωB97M-V functional and the def2-TZVPD basis

Each line ends with the Löwdin charge.
Cartesian coordinates (Å):
F (1.533, 0.626, 1.770)  0.11
C (0.645, 0.029, 0.933)  -0.45
F (0.560, -1.273, 1.296)  0.11
C (-0.716, 0.724, 1.048)  -0.05
C (-1.875, -0.212, 1.399)  -0.17
C (-2.292, -1.169, 0.267)  -0.17
C (-3.710, -1.732, 0.450)  -0.13
C (-4.862, -0.968, -0.216)  -0.20
C (-4.639, -0.657, -1.715)  -0.15
O (-4.073, 0.609, -1.961)  -0.10
C (-4.928, 1.609, -1.434)  -0.17
C (-4.747, 1.589, 0.067)  -0.07
N (-5.255, 0.278, 0.587)  0.12
C (1.211, 0.066, -0.519)  -0.43
F (1.027, 1.278, -1.046)  0.13
F (0.484, -0.802, -1.236)  0.13
S (3.058, -0.359, -0.738)  0.78
F (2.714, -1.719, -1.498)  -0.14
F (3.058, 0.389, -2.144)  -0.12
F (3.438, 0.991, 0.001)  -0.12
F (3.087, -1.167, 0.625)  -0.12
F (4.599, -0.663, -0.922)  -0.12
H (-0.610, 1.479, 1.832)  0.14
H (-0.959, 1.259, 0.128)  0.13
H (-1.703, -0.763, 2.323)  0.10
H (-2.730, 0.451, 1.609)  0.09
H (-2.160, -0.691, -0.708)  0.11
H (-1.604, -2.020, 0.288)  0.12
H (-3.760, -2.730, 0.005)  0.13
H (-3.908, -1.853, 1.523)  0.13
H (-5.737, -1.623, -0.162)  0.15
H (-3.954, -1.408, -2.115)  0.15
H (-5.588, -0.750, -2.260)  0.14
H (-4.677, 2.589, -1.835)  0.13
H (-5.975, 1.365, -1.676)  0.13
H (-5.269, 2.412, 0.562)  0.14
H (-3.685, 1.678, 0.292)  0.12
H (-6.274, 0.329, 0.632)  0.19
H (-4.932, 0.145, 1.548)  0.17
O (5.093, -5.473, -5.731)  -0.28
S (5.207, -4.268, -6.495)  0.57
O (6.444, -3.553, -6.508)  -0.27
O (4.032, -3.285, -6.063)  -0.27
C (3.887, -3.020, -4.649)  -0.25
C (4.907, -2.028, -4.130)  -0.06
C (4.677, -4.547, -8.147)  -0.12
H (3.930, -3.965, -4.105)  0.11
H (2.879, -2.623, -4.549)  0.12
H (5.915, -2.440, -4.159)  0.08
H (4.665, -1.772, -3.100)  0.04
H (4.902, -1.121, -4.735)  0.09
H (3.721, -5.063, -8.127)  0.07
H (5.437, -5.166, -8.619)  0.08
H (4.600, -3.590, -8.655)  0.08
O (9.106, 2.249, 1.361)  -0.27
S (8.579, 1.742, 2.591)  0.57
O (9.285, 0.721, 3.300)  -0.27
O (7.078, 1.272, 2.343)  -0.26
C (6.848, 0.371, 1.236)  -0.25
C (7.254, -1.054, 1.560)  -0.06
C (8.223, 3.070, 3.687)  -0.12
H (7.359, 0.738, 0.346)  0.12
H (5.778, 0.415, 1.050)  0.09
H (8.333, -1.145, 1.672)  0.07
H (6.935, -1.717, 0.755)  0.08
H (6.794, -1.379, 2.493)  0.09
H (7.659, 3.827, 3.150)  0.07
H (9.181, 3.468, 4.017)  0.08
H (7.663, 2.684, 4.533)  0.07
O (-1.167, -2.190, 6.477)  -0.27
S (-0.249, -2.329, 5.388)  0.57
O (-0.680, -1.955, 4.070)  -0.30
O (0.309, -3.809, 5.359)  -0.26
C (-0.645, -4.898, 5.397)  -0.24
C (-1.312, -5.133, 4.058)  -0.07
C (1.267, -1.519, 5.753)  -0.11
H (-1.372, -4.706, 6.186)  0.12
H (-0.054, -5.762, 5.691)  0.13
H (-1.964, -4.303, 3.788)  0.06
H (-1.911, -6.042, 4.106)  0.08
H (-0.564, -5.244, 3.273)  0.09
H (1.597, -1.829, 6.740)  0.08
H (1.067, -0.450, 5.735)  0.08
H (1.995, -1.782, 4.990)  0.08
O (-6.855, 4.023, -1.405)  -0.31
S (-6.709, 5.289, -2.077)  0.56
O (-5.420, 5.906, -2.076)  -0.27
O (-7.798, 6.288, -1.524)  -0.26
C (-7.899, 6.481, -0.089)  -0.24
C (-6.813, 7.386, 0.452)  -0.07
C (-7.314, 5.172, -3.721)  -0.11
H (-7.901, 5.506, 0.400)  0.11
H (-8.881, 6.925, 0.051)  0.13
H (-5.830, 6.923, 0.380)  0.07
H (-7.015, 7.608, 1.500)  0.09
H (-6.782, 8.321, -0.105)  0.09
H (-8.300, 4.717, -3.703)  0.08
H (-6.612, 4.551, -4.275)  0.08
H (-7.348, 6.172, -4.145)  0.08

Output
DFT total energy = -4789.9262 hartree
max |F| = 0.0151 hartree/bohr
HOMO energy = -11.9 eV
HOMO-LUMO gap = 8.9 eV
total charge = +1



(3)
Molecular formula: C22H49FN4O3P
Method: DFT, the ωB97M-V functional and the def2-TZVPD basis

Each line ends with the Löwdin charge.
Cartesian coordinates (Å):
C (-3.343, 0.401, 1.996)  0.05
C (-2.410, -0.505, 2.313)  -0.15
C (-0.971, -0.102, 2.561)  -0.09
N (-0.054, -0.131, 1.404)  0.07
C (0.665, 0.883, 0.860)  -0.36
N (0.663, 2.139, 1.278)  -0.07
P (1.655, 3.481, 0.639)  0.90
C (0.462, 4.853, 0.832)  -0.29
C (1.728, 3.270, -1.176)  -0.31
N (1.401, 0.434, -0.185)  0.17
C (1.106, -0.836, -0.290)  -0.05
N (0.238, -1.245, 0.646)  0.05
C (-0.264, -2.598, 0.757)  -0.30
F (-1.547, -2.634, 0.270)  0.03
C (-0.195, -3.245, 2.124)  -0.16
C (-0.572, -4.739, 2.013)  -0.05
H (-4.334, 0.358, 2.432)  0.07
H (-3.115, 1.193, 1.286)  0.08
H (-2.633, -1.566, 2.359)  0.09
H (-0.545, -0.760, 3.318)  0.12
H (-0.946, 0.903, 2.968)  0.11
H (0.081, 2.364, 2.070)  0.10
H (-0.520, 4.540, 0.459)  0.05
H (0.778, 5.687, 0.210)  0.05
H (0.331, 5.118, 1.879)  0.02
H (0.931, 2.674, -1.618)  0.04
H (2.674, 2.780, -1.401)  0.02
H (1.769, 4.264, -1.624)  0.05
H (1.491, -1.509, -1.040)  0.15
H (0.343, -3.189, 0.068)  0.16
H (-0.910, -2.757, 2.782)  0.09
H (0.814, -3.138, 2.522)  0.13
H (-1.526, -4.945, 2.488)  0.08
H (0.198, -5.369, 2.451)  0.08
H (-0.660, -5.032, 0.965)  0.08
C (-2.542, -4.275, -2.300)  -0.07
C (-2.322, -3.305, -3.450)  -0.29
O (-2.936, -3.684, -4.661)  -0.15
C (-4.347, -3.827, -4.632)  -0.27
C (-5.092, -2.561, -4.246)  -0.08
H (-2.188, -5.272, -2.570)  0.09
H (-2.000, -3.933, -1.421)  0.04
H (-3.595, -4.361, -2.030)  0.07
H (-1.255, -3.246, -3.678)  0.11
H (-2.637, -2.294, -3.158)  0.11
H (-4.634, -4.657, -3.977)  0.11
H (-4.623, -4.119, -5.645)  0.12
H (-4.852, -2.236, -3.232)  0.06
H (-6.167, -2.734, -4.293)  0.08
H (-4.840, -1.747, -4.926)  0.08
C (3.308, -0.143, -3.190)  -0.08
C (2.446, 0.479, -4.278)  -0.29
O (2.940, 0.296, -5.585)  -0.15
C (3.080, -1.047, -6.022)  -0.27
C (1.783, -1.838, -6.023)  -0.08
H (4.324, 0.251, -3.228)  0.09
H (2.885, 0.087, -2.211)  0.03
H (3.372, -1.229, -3.289)  0.07
H (2.406, 1.560, -4.133)  0.11
H (1.413, 0.113, -4.202)  0.11
H (3.845, -1.563, -5.431)  0.11
H (3.466, -0.976, -7.038)  0.12
H (1.362, -1.942, -5.021)  0.05
H (1.959, -2.840, -6.415)  0.08
H (1.036, -1.348, -6.648)  0.09
C (0.335, 2.687, 6.420)  -0.08
C (1.744, 2.820, 5.865)  -0.28
O (1.852, 3.702, 4.761)  -0.18
C (1.474, 5.050, 4.999)  -0.29
C (2.279, 5.740, 6.084)  -0.07
H (-0.356, 2.352, 5.643)  0.07
H (0.321, 1.962, 7.234)  0.08
H (-0.042, 3.631, 6.812)  0.07
H (2.083, 1.852, 5.493)  0.11
H (2.440, 3.111, 6.658)  0.11
H (0.401, 5.114, 5.219)  0.11
H (1.632, 5.563, 4.049)  0.11
H (2.146, 5.268, 7.058)  0.07
H (1.966, 6.780, 6.175)  0.08
H (3.342, 5.716, 5.843)  0.09

Output
DFT total energy = -1753.2633 hartree
max |F| = 0.0309 hartree/bohr
HOMO energy = -11.3 eV
HOMO-LUMO gap = 8.6 eV
total charge = +1